1.
Density functional theory data (ωB97M-V/def2-TZVPD) for a cluster of 3 separate species, C5H12O2 in total in a non-equilibrium geometry.

The geometry in ORCA input format:
```
! RIJCOSX wB97M-V def2-TZVPD def2/J DEFGRID3
* xyz 0 1
C 1.31834 -0.64656 -0.57204
C 0.65362 0.31968 0.08273
C 0.05345 1.53456 -0.54485
C -0.90744 2.33582 0.32483
H 2.22188 -1.03962 -0.12768
H 1.16614 -0.84350 -1.63001
H 0.75778 0.38053 1.16803
H 0.95209 2.14638 -0.72046
H -0.34918 1.31777 -1.54248
H -1.06903 3.33121 -0.10069
H -1.86891 1.83390 0.44157
H -0.48502 2.46788 1.32840
C 0.61495 -2.55015 0.38292
O -0.45708 -2.81441 -0.14276
H 0.70126 -2.01971 1.34647
H 1.53980 -3.04741 0.05905
O -1.63447 -0.55293 0.37010
H -1.97203 -0.30865 -0.49977
H -1.33601 -1.48432 0.24202
*
```

Output
SMILES string = C=CCC.C=O.O
Energy relative to the best compared isomer or geometry (same formula, charge and spin) = 298.17 kJ/mol
HOMO-LUMO gap = 0.346 Ha
Electronic energy = -348.091249 Ha

=====

2.
Density functional theory data (ωB97M-V/def2-TZVPD) for a cluster of 2 separate species, C5H12O3 in total in a non-equilibrium geometry.

The geometry in ORCA input format:
```
! RIJCOSX wB97M-V def2-TZVPD def2/J DEFGRID3
* xyz 0 1
C -0.98484 0.70159 -1.28291
C 0.52410 0.55799 -1.48693
C 0.78063 -0.09213 -2.86686
C 1.17765 -0.36119 -0.41185
C 0.76785 0.08413 0.96243
O -0.30054 -0.14845 1.46719
O 1.71823 0.79475 1.61174
H -1.40552 1.18223 -2.17080
H -1.45629 -0.28468 -1.27559
H -1.27493 1.30288 -0.42875
H 1.00994 1.53546 -1.47471
H 1.82990 0.05012 -3.14892
H 0.52544 -1.14675 -2.83794
H 0.27037 0.51737 -3.61659
H 2.22269 -0.32682 -0.56582
H 0.82302 -1.37709 -0.52373
H 1.35924 0.93471 2.50329
O -2.88450 -1.40860 2.21670
H -2.78423 -2.10244 1.56667
H -2.54717 -0.60940 1.80782
*
```

Output
SMILES string = CC(C)CC(=O)O.O
Energy relative to the best compared isomer or geometry (same formula, charge and spin) = 13.29 kJ/mol
HOMO-LUMO gap = 0.418 Ha
Electronic energy = -423.448779 Ha

=====

3.
Density functional theory data (ωB97M-V/def2-TZVPD) for a cluster of 3 separate species, C5H12O3 in total in a non-equilibrium geometry.

The geometry in ORCA input format:
```
! RIJCOSX wB97M-V def2-TZVPD def2/J DEFGRID3
* xyz 0 1
C -1.76707 -1.99220 0.45335
C -0.45014 -1.99836 0.32034
C 0.32339 -0.91989 -0.30319
O -0.33220 0.20128 -0.75098
C 1.64822 -0.96786 -0.38570
C 2.51096 0.04611 -1.07685
H -2.36666 -1.16564 0.09410
H -2.31334 -2.82711 0.86893
H 0.18385 -2.76664 0.74463
H -1.19509 0.29995 -0.31394
H 2.05390 -1.96630 -0.25853
H 3.35057 -0.44468 -1.56769
H 2.86951 0.87721 -0.46869
H 1.92283 0.50659 -1.88166
O 0.57876 2.52305 0.68640
H 1.43275 2.38776 1.10903
H 0.41872 1.67399 0.23717
O -2.20581 1.56360 0.74397
H -1.38304 2.07358 0.68698
H -2.91255 2.21220 0.72718
*
```

Output
SMILES string = C=C/C(O)=C/C.O.O
Energy relative to the best compared isomer or geometry (same formula, charge and spin) = 153.14 kJ/mol
HOMO-LUMO gap = 0.341 Ha
Electronic energy = -423.395514 Ha